one.
Formula: CH5NOS2
Source: the OMol25 dataset
Level of theory: ωB97M-V/def2-TZVPD

Each line ends with the Löwdin charge.
Element x y z (Å)
N -4.0423 0.1148 -0.5940  0.11
C -2.6879 0.0283 -0.6388  -0.43
O -1.9498 0.9668 -0.4593  -0.01
H -4.4394 0.9865 -0.2763  0.10
H -4.6509 -0.6641 -0.7661  0.09
H -2.3109 -0.9918 -0.8408  0.13
S 2.6551 -1.0533 0.7276  0.20
S 1.4985 0.4711 0.0255  0.21
H 3.6542 -0.3745 1.3155  -0.21
H 0.7375 0.7627 1.0904  -0.20

structure (SMILES)	NC=O.SS
net charge	0
LUMO level	0.7	eV
HOMO	-9.2	eV
multiplicity	1

---

two.
Formula: CH5NOS2
Source: the OMol25 dataset
Level of theory: ωB97M-V/def2-TZVPD

Each line ends with the Löwdin charge.
Element x y z (Å)
N 1.2202 -0.6680 -0.3863  0.10
C 0.4552 -1.5925 0.2921  -0.41
O -0.7321 -1.7081 0.1417  0.00
H 0.7271 0.1337 -0.7611  0.02
H 2.1111 -0.8928 -0.7804  0.08
H 1.0985 -2.1299 1.0112  0.12
S -1.2923 1.9900 1.1008  0.25
S -1.4440 1.6000 -0.9489  0.26
H -0.3428 2.9323 1.0419  -0.21
H -1.8009 0.3354 -0.7110  -0.21

structure (SMILES)	NC=O.SS
net charge	0
LUMO level	0.3	eV
HOMO	-8.7	eV
multiplicity	1

---

Short version: two is the least stable of them.

---

one.
Formula: C3H6F2
Source: the OMol25 dataset
Level of theory: ωB97M-V/def2-TZVPD

Each line ends with the Löwdin charge.
Element x y z (Å)
C 1.7947 0.3970 -0.0096  -0.08
C 1.7436 -0.0814 -1.2477  -0.04
H 2.6477 0.4468 0.6976  0.06
H 0.9816 0.8459 0.4439  0.00
H 0.7142 -0.0773 -1.6075  0.05
H 2.5480 -0.5008 -1.7378  0.02
F -2.5634 -1.4234 0.5543  -0.03
C -2.0381 -0.1465 0.7811  -0.20
F -1.9993 0.4100 -0.4699  0.00
H -1.0786 -0.2601 1.2262  0.10
H -2.7505 0.3898 1.3697  0.11

structure (SMILES)	C=C.FCF
net charge	0
LUMO level	1.1	eV
HOMO	-10.3	eV
multiplicity	1

---

two.
Formula: C3H6F2
Source: the OMol25 dataset
Level of theory: ωB97M-V/def2-TZVPD

Each line ends with the Löwdin charge.
Element x y z (Å)
C -1.2994 0.0103 0.0162  -0.15
C -0.0018 -0.4927 -0.4293  -0.29
C 1.0499 0.1865 0.3984  -0.41
F 2.2365 -0.3856 -0.0853  0.00
F 0.9543 1.3339 -0.3174  -0.02
H -2.3543 -0.0096 -0.7843  0.16
H -1.3124 -0.4177 1.0529  0.07
H -1.2278 1.2108 0.3833  0.13
H 0.3342 -1.6213 -0.2897  0.15
H 0.7369 -0.1921 -1.3999  0.19
H 0.8839 0.3777 1.4550  0.16

structure (SMILES)	CCC(F)F
net charge	0
LUMO level	1.1	eV
HOMO	-10.8	eV
multiplicity	1

---

Short version: two is the least stable of them.

---

one.
Formula: C2H10N4
Source: the OMol25 dataset
Level of theory: ωB97M-V/def2-TZVPD

Each line ends with the Löwdin charge.
Element x y z (Å)
N -1.8163 0.8620 -0.1648  0.23
C -1.0564 -0.1888 0.0521  -0.25
N -1.3129 -1.4132 0.2871  0.24
C 0.6249 0.0107 -0.5392  -0.14
N 1.3123 -1.1889 -0.1801  0.07
N 1.1787 1.2480 0.3053  0.27
H -1.3810 1.7241 -0.5010  0.14
H -2.8221 0.8534 -0.0528  0.16
H -0.5702 -2.1169 0.3343  0.15
H -2.1213 -1.6459 0.8635  0.18
H 0.4629 0.0920 -1.6514  0.19
H 1.7508 -1.5591 -1.0508  0.15
H 1.7778 -1.2210 0.7128  0.12
H 0.4190 1.8790 0.5489  0.15
H 1.5842 0.8631 1.1073  0.14
H 1.9696 1.8015 -0.0713  0.20

structure (SMILES)	NC(=[NH2+])[C@H](N)[NH3+]
net charge	+2
LUMO level	-8.1	eV
HOMO	-19.6	eV
multiplicity	1

---

two.
Formula: C2H10N4
Source: the OMol25 dataset
Level of theory: ωB97M-V/def2-TZVPD

Each line ends with the Löwdin charge.
Element x y z (Å)
C -1.2047 0.0625 0.0019  -0.21
C 0.9514 0.0012 0.4928  -0.14
N -1.8622 -1.0017 0.2896  0.20
N 1.5839 1.1625 0.4471  0.18
N -1.5846 1.2900 -0.2956  0.18
N 1.3352 -1.0668 -0.5722  0.20
H 0.6589 -0.5781 1.3821  0.15
H -1.5294 -1.9291 0.2851  0.12
H -2.8674 -1.0064 0.2107  0.15
H 1.6669 1.7023 1.2965  0.16
H 1.7888 1.6817 -0.3351  0.11
H -0.9031 2.0281 -0.1897  0.11
H -2.4278 1.7741 -0.6516  0.17
H 1.1936 -2.0478 -0.1597  0.20
H 0.8299 -0.9130 -1.4990  0.20
H 2.3706 -1.1594 -0.7028  0.19

net charge	+2
LUMO level	-8.3	eV
HOMO	-18.4	eV
multiplicity	1

---

three.
Formula: C2H10N4
Source: the OMol25 dataset
Level of theory: ωB97M-V/def2-TZVPD

Each line ends with the Löwdin charge.
Element x y z (Å)
C 0.6954 0.8550 0.4436  -0.15
C -0.6831 -0.7455 0.4464  -0.15
N 0.2610 2.1325 0.5696  0.19
N 0.1320 -1.7730 0.3122  0.15
N 1.8936 0.6449 -0.0794  0.19
N -1.4149 -0.4372 -0.8339  0.22
H -1.2716 -0.4793 1.2629  0.14
H -0.4075 2.4990 1.1865  0.12
H 0.9294 2.8355 0.3792  0.12
H 0.3054 -2.3258 1.1338  0.16
H 0.5461 -1.9206 -0.5354  0.09
H 2.1707 -0.2976 -0.3254  0.13
H 2.5545 1.3717 0.1667  0.15
H -1.9099 0.4325 -0.7184  0.16
H -0.7504 -0.5788 -1.6819  0.23
H -2.2895 -1.1511 -0.8659  0.26

net charge	+2
LUMO level	-8.2	eV
HOMO	-18.8	eV
multiplicity	1

---

Short version: three is the least stable of them.

---

one.
Formula: C22H44Br22
Source: the OMol25 dataset
Level of theory: ωB97M-V/def2-TZVPD

Each line ends with the Löwdin charge.
Element x y z (Å)
Br -2.9026 4.4529 -3.3673  0.57
C -2.0840 4.6855 -5.1497  -0.67
C -0.6500 5.3081 -4.9656  -0.68
Br 0.2423 5.3242 -6.7266  0.58
H -2.7677 5.3886 -5.6253  0.04
H -2.0152 3.7254 -5.6612  0.05
H -0.0822 4.6728 -4.2859  0.04
H -0.6636 6.3103 -4.5374  0.05
Br 7.6669 6.5040 5.0913  0.51
C 6.9184 8.1326 4.1264  -0.63
C 7.4850 8.3245 2.7398  -0.65
Br 9.4734 8.3600 2.8079  0.55
H 7.1824 9.0075 4.7205  0.05
H 5.8346 8.0293 4.1811  0.06
H 7.1696 9.2382 2.2361  0.06
H 7.2476 7.4421 2.1454  0.05
Br -0.8655 5.1598 9.3003  0.59
C -2.0094 5.2521 10.9037  -0.72
C -3.4303 5.6069 10.5710  -0.70
Br -4.3351 6.1270 12.2223  0.62
H -1.5999 5.9273 11.6551  0.04
H -1.9425 4.3060 11.4408  0.06
H -3.9397 4.7039 10.2346  0.06
H -3.5250 6.4200 9.8514  0.05
Br -0.8576 10.6360 0.9892  0.59
C -1.1558 10.1063 2.8743  -0.67
C -1.8457 11.2323 3.6405  -0.71
Br -2.3440 10.8336 5.5135  0.58
H -0.2308 9.8698 3.4001  0.06
H -1.7583 9.1985 2.8436  0.05
H -2.7637 11.4698 3.1031  0.04
H -1.2452 12.1314 3.5020  0.05
Br 4.2685 10.2723 10.8280  0.52
C 2.2806 10.7554 10.8569  -0.60
C 2.1214 12.1549 11.5327  -0.64
Br 0.2844 12.3156 12.3233  0.55
H 1.8707 9.8654 11.3344  0.04
H 1.8682 10.8666 9.8541  0.06
H 2.2210 12.9608 10.8056  0.05
H 2.7980 12.3384 12.3674  0.03
Br -7.2244 16.4970 -4.9121  0.62
C -6.4748 16.3368 -3.1254  -0.74
C -7.5097 15.9096 -2.0859  -0.70
Br -6.6961 16.0315 -0.3242  0.62
H -6.1060 17.3304 -2.8708  0.04
H -5.5941 15.6977 -3.0619  0.06
H -7.9818 14.9417 -2.2540  0.06
H -8.2491 16.7097 -2.0505  0.04
Br -7.6891 8.0871 1.6221  0.55
C -8.1763 8.7000 -0.2276  -0.66
C -9.5281 8.1182 -0.6809  -0.64
Br -9.8169 8.3449 -2.6623  0.56
H -7.3045 8.5092 -0.8533  0.04
H -7.9699 9.7687 -0.1686  0.05
H -10.2243 8.6468 -0.0298  0.06
H -9.6439 7.0842 -0.3561  0.05
Br 5.5378 14.1710 4.3710  0.54
C 7.2118 15.2714 4.1984  -0.62
C 8.2374 14.7180 5.2627  -0.62
Br 9.6623 16.1434 5.5860  0.52
H 6.8800 16.2848 4.4239  0.04
H 7.5558 15.1835 3.1679  0.05
H 8.7218 13.8058 4.9145  0.05
H 7.7773 14.4734 6.2201  0.04
Br 0.9378 -1.1815 2.5446  0.62
C 1.7035 0.4985 1.9311  -0.72
C 0.8834 1.6755 2.4339  -0.67
Br 1.7392 3.4126 1.8988  0.55
H 1.9312 0.5768 0.8680  0.06
H 2.6553 0.5726 2.4570  0.04
H 0.7796 1.7813 3.5137  0.05
H -0.1512 1.6203 2.0951  0.05
Br 3.1679 14.1498 -4.8884  0.54
C 1.8003 15.4856 -4.2143  -0.62
C 1.9529 16.7994 -5.0445  -0.64
Br 0.1802 17.7725 -5.1172  0.54
H 1.9413 15.7098 -3.1569  0.06
H 0.8262 15.0116 -4.3351  0.04
H 2.3184 16.6561 -6.0613  0.04
H 2.6917 17.4764 -4.6155  0.05
Br -8.7977 12.9619 10.5289  0.52
C -8.7001 13.6461 8.6230  -0.60
C -8.8593 15.1523 8.6835  -0.72
Br -10.4875 15.8357 9.5475  0.57
H -9.4661 13.1483 8.0283  0.06
H -7.7163 13.3642 8.2478  0.06
H -8.7113 15.6085 7.7046  0.06
H -8.0501 15.6418 9.2254  0.05

structure (SMILES)	BrCCBr.BrCCBr.BrCCBr.BrCCBr.BrCCBr.BrCCBr.BrCCBr.BrCCBr.BrCCBr.BrCCBr.BrCCBr
net charge	0
LUMO level	-0.2	eV
HOMO	-10.0	eV
multiplicity	1

---

two.
Formula: C22H44Br22
Source: the OMol25 dataset
Level of theory: ωB97M-V/def2-TZVPD

Each line ends with the Löwdin charge.
Element x y z (Å)
Br 5.1290 -5.6864 -2.4593  0.60
C 4.3101 -4.3925 -1.2353  -0.69
C 2.7692 -4.5666 -1.0358  -0.62
Br 2.1214 -3.0742 0.0798  0.61
H 4.4215 -3.4185 -1.7119  0.03
H 4.9101 -4.3704 -0.3256  0.05
H 2.5294 -5.5169 -0.5589  0.06
H 2.1477 -4.5865 -1.9311  0.05
Br -0.5940 -5.3185 2.2857  0.60
C -1.7881 -4.1878 3.3860  -0.66
C -2.3491 -2.9472 2.7187  -0.65
Br -3.5816 -2.0363 4.0150  0.62
H -1.1639 -3.8959 4.2306  0.03
H -2.6159 -4.8238 3.6995  0.05
H -2.8421 -3.1416 1.7662  0.00
H -1.6233 -2.1528 2.5447  -0.06
Br -2.0394 -1.9343 -0.5962  0.77
C -1.6690 -3.1168 -2.0913  -0.67
C -1.7267 -4.5717 -1.6109  -0.69
Br -1.6663 -5.7801 -3.1559  0.62
H -0.6589 -2.8600 -2.4106  -0.02
H -2.3416 -2.8335 -2.9009  0.05
H -2.6977 -4.7028 -1.1334  0.05
H -0.9516 -4.7264 -0.8603  0.02
Br 0.2475 1.5822 -1.2673  0.69
C 0.7177 0.3683 0.2422  -0.69
C -0.3151 0.4203 1.3682  -0.63
Br 0.5422 -0.7481 2.7377  0.68
H 1.7254 0.5188 0.6293  -0.04
H 0.6025 -0.6186 -0.2059  -0.03
H -1.3176 0.0573 1.1413  -0.05
H -0.3998 1.4324 1.7638  0.05
Br 3.0542 2.2685 2.5797  0.66
C 2.4597 4.0591 2.2345  -0.68
C 3.0771 4.9413 3.3332  -0.67
Br 2.7473 6.8717 2.9825  0.57
H 1.3976 3.8204 2.2895  0.04
H 2.7048 4.4403 1.2432  0.04
H 4.1574 4.8344 3.4306  0.05
H 2.6511 4.7298 4.3140  0.05
Br 3.4351 5.1644 -2.1410  0.59
C 1.5701 4.9164 -2.7842  -0.66
C 1.4492 4.9450 -4.3179  -0.67
Br -0.3495 4.6078 -5.0083  0.59
H 1.0178 5.6366 -2.1805  0.05
H 1.1072 3.9624 -2.5317  -0.02
H 2.1020 4.1571 -4.6935  0.03
H 1.7391 5.9394 -4.6574  0.05
Br 4.5301 -0.2611 0.8651  0.60
C 4.4377 -0.0365 -1.0756  -0.69
C 4.1708 1.3999 -1.4619  -0.58
Br 3.8104 1.5496 -3.4763  0.65
H 3.7298 -0.7283 -1.5321  0.01
H 5.3554 -0.4153 -1.5256  0.06
H 5.0655 1.9682 -1.2074  0.06
H 3.2836 1.8546 -1.0213  0.01
Br 0.2836 1.6836 -6.8614  0.69
C 0.3256 0.0802 -5.8878  -0.78
C 1.3011 0.2516 -4.7391  -0.78
Br 1.3681 -1.4183 -3.7062  0.65
H 0.5206 -0.7780 -6.5309  0.06
H -0.7061 -0.1080 -5.5910  -0.01
H 0.9441 1.0240 -4.0579  -0.02
H 2.2491 0.4963 -5.2181  -0.02
Br -2.2769 0.4678 -3.4013  0.66
C -3.4095 1.1667 -1.9612  -0.71
C -3.1879 2.6354 -1.7005  -0.61
Br -4.8450 3.3008 -0.7449  0.62
H -3.2939 0.6259 -1.0219  -0.01
H -4.4349 1.1509 -2.3306  0.04
H -3.1728 3.2448 -2.6041  0.05
H -2.3378 2.8789 -1.0632  0.01
Br -7.8083 -0.8666 0.7946  0.58
C -6.2108 -0.4708 1.9641  -0.66
C -5.3353 0.5233 1.2322  -0.75
Br -3.7468 1.0125 2.2205  0.66
H -5.6153 -1.3831 2.0001  0.00
H -6.4224 -0.3193 3.0226  0.07
H -5.9421 1.4240 1.1390  0.01
H -5.1158 0.1032 0.2507  0.04
Br -1.4771 0.1942 8.4688  0.51
C -0.7728 -0.2027 6.5845  -0.62
C 0.4662 -1.1152 6.5936  -0.64
Br -0.0485 -2.8671 7.4142  0.55
H -0.4356 0.7464 6.1680  0.05
H -1.5698 -0.5842 5.9464  0.01
H 1.2285 -0.6584 7.2248  0.05
H 0.9427 -1.2359 5.6207  0.01

structure (SMILES)	BrCCBr.BrCCBr.BrCCBr.BrCCBr.BrCCBr.BrCCBr.BrCCBr.BrCCBr.BrCCBr.BrCCBr.BrCCBr
net charge	0
LUMO level	-0.1	eV
HOMO	-10.0	eV
multiplicity	1

---

Short version: one is the least stable of them.

---

one.
Formula: C6H13NO
Source: the OMol25 dataset
Level of theory: ωB97M-V/def2-TZVPD

Each line ends with the Löwdin charge.
Element x y z (Å)
C -0.4889 0.5633 3.0698  -0.12
C -0.8101 -0.2264 1.8260  -0.26
C -0.7468 0.6193 0.5203  -0.22
C 0.5940 0.5927 -0.1667  -0.21
C 0.8418 -0.5741 -1.1000  -0.21
N 0.0692 -0.4994 -2.3295  0.03
C 0.6469 -0.7192 -3.5393  -0.37
O 0.0302 -0.9889 -4.5475  0.01
H 0.5428 0.8817 3.0031  0.07
H -1.1571 1.3839 3.3209  0.07
H -0.5164 -0.0672 3.9680  0.07
H -1.7872 -0.7111 1.8041  0.10
H -0.0806 -1.0206 1.6684  0.10
H -1.1834 1.6079 0.6718  0.11
H -1.5280 0.2048 -0.1319  0.10
H 0.7644 1.5011 -0.7716  0.12
H 1.4345 0.8015 0.5035  0.11
H 1.8864 -0.6043 -1.3723  0.11
H 0.6832 -1.5289 -0.6045  0.12
H -0.9314 -0.5957 -2.2555  0.14
H 1.7364 -0.6204 -3.5371  0.13

structure (SMILES)	CCCCCNC=O
net charge	0
LUMO level	1.0	eV
HOMO	-9.7	eV
multiplicity	1

---

two.
Formula: C6H13NO
Source: the OMol25 dataset
Level of theory: ωB97M-V/def2-TZVPD

Each line ends with the Löwdin charge.
Element x y z (Å)
C 1.3737 0.8649 -0.3420  0.02
C -0.1182 0.5790 -0.4581  -0.45
C -1.0165 1.6110 0.1175  -0.09
C -0.4882 0.0478 -1.9422  -0.05
C 2.3948 0.3974 0.5164  -0.31
N -1.9036 -2.0329 1.5625  -0.03
C -2.5889 -1.1940 0.4363  0.01
O 3.5617 0.1940 0.1449  0.00
H 1.7768 1.4572 -1.1258  0.10
H 2.0317 0.2238 1.5534  0.12
H -0.2858 -0.3665 0.1690  0.11
H -1.0642 1.6206 1.1749  0.06
H -0.7290 2.5853 -0.3384  0.09
H -2.0858 1.3192 -0.2398  0.11
H -1.3460 -0.5017 -1.8801  -0.01
H 0.3517 -0.5733 -2.3802  0.10
H -0.7035 0.9025 -2.6304  0.09
H -1.7115 -2.7844 0.9828  0.00
H -2.8003 -2.2367 1.9425  0.04
H -2.6363 -2.0717 -0.2943  0.09
H -3.3069 -0.7328 1.0023  0.01

net charge	0
LUMO level	-3.0	eV
HOMO	-6.5	eV
multiplicity	1

---

three.
Formula: C6H13NO
Source: the OMol25 dataset
Level of theory: ωB97M-V/def2-TZVPD

Each line ends with the Löwdin charge.
Element x y z (Å)
C -0.5799 -0.4912 2.8214  -0.11
C -0.6784 -0.1134 1.3836  -0.19
C -0.4096 -0.8904 0.3090  -0.09
C -0.3257 -0.3360 -1.0544  -0.30
C -0.3836 -1.2879 -2.2271  -0.08
C -0.0045 0.9518 -1.2820  -0.17
N 0.3265 1.4651 -2.5506  0.05
H -0.7073 -1.5524 3.0442  0.07
H -1.3940 0.0109 3.3560  0.07
H 0.2953 -0.0858 3.3318  0.06
H -1.2137 0.8054 1.1775  0.10
H -0.4137 -1.9748 0.3491  0.11
H -1.0076 -0.9452 -3.0550  0.07
H -0.7647 -2.2811 -1.9750  0.07
H 0.6174 -1.5152 -2.6118  0.08
H 0.0536 1.6209 -0.4392  0.10
H 0.2473 0.7881 -3.2916  0.06
H -0.1645 2.3246 -2.7279  0.08
O 1.8535 1.3073 1.9517  -0.04
H 2.7019 1.7258 1.9742  0.03
H 1.9518 0.4736 1.5161  0.02

structure (SMILES)	C/C=C/C(C)=C/N.O
net charge	0
LUMO level	0.9	eV
HOMO	-7.3	eV
multiplicity	1

---

Short version: two is the least stable of them.

---

one.
Formula: C6H13NO
Source: the OMol25 dataset
Level of theory: ωB97M-V/def2-TZVPD

Each line ends with the Löwdin charge.
Element x y z (Å)
C 1.5071 -0.2079 1.3404  -0.06
C 0.8055 -0.2434 -0.0532  -0.43
C 1.5052 0.5191 -1.1622  -0.06
N 0.5213 -1.6616 -0.4599  0.03
O -0.9179 -1.5338 -0.3926  -0.11
C -0.9126 -0.1390 -0.0188  -0.44
C -1.5831 0.0134 1.3536  -0.03
C -1.5574 0.7295 -1.1106  -0.03
H 1.5288 0.8524 1.8742  0.12
H 2.5423 -0.6661 1.2946  0.09
H 1.0688 -0.9362 2.0300  0.06
H 0.8545 0.4519 -1.9831  0.03
H 2.4946 0.1167 -1.5518  0.11
H 1.4933 1.6470 -0.7817  0.13
H 0.7319 -1.8907 -1.4057  0.09
H -2.5799 0.3876 1.1624  0.06
H -0.9777 0.5406 2.1426  0.09
H -1.6694 -0.9076 1.9123  0.08
H -2.6997 0.8360 -0.9533  0.11
H -1.1559 0.3512 -2.0339  0.06
H -0.9998 1.7409 -1.2034  0.11

structure (SMILES)	CC1(C)NOC1(C)C
net charge	0
LUMO level	0.9	eV
HOMO	-8.4	eV
multiplicity	1

---

two.
Formula: C6H13NO
Source: the OMol25 dataset
Level of theory: ωB97M-V/def2-TZVPD

Each line ends with the Löwdin charge.
Element x y z (Å)
C -0.9881 1.9501 0.0126  0.08
O -2.9462 -0.3006 -0.1695  -0.39
C 0.2062 1.6115 0.5574  -0.12
C 0.2707 0.1971 1.1247  -0.10
C -0.4245 -0.9144 0.3861  -0.20
C 0.6335 -0.8296 -1.8853  0.01
C -0.4515 -0.9840 -1.1210  -0.17
N 2.6730 -0.3270 0.6056  0.10
H -1.7146 1.1470 0.0832  0.02
H -1.1035 2.7346 -0.7168  0.08
H -3.8811 -0.1877 -0.3740  -0.07
H 0.8393 2.3862 0.9526  0.10
H -0.1033 0.1351 2.1666  0.15
H 1.5015 -0.0318 0.8981  0.02
H -1.4938 -0.7025 0.6315  0.09
H -0.0512 -1.8771 0.7958  0.14
H 1.4216 -0.1974 -1.5068  0.03
H 0.9655 -1.4511 -2.6956  0.05
H -1.3701 -1.2043 -1.6446  0.09
H 3.3282 0.1775 1.1882  0.04
H 2.6884 -1.3315 0.7111  0.04

net charge	0
LUMO level	-3.1	eV
HOMO	-7.8	eV
multiplicity	1

---

Short version: two is the least stable of them.